Formula: C2H4LiO2Pm
Source: OMol25
Level of theory: ωB97M-V/def2-TZVPD

Expectation value of S² = 6.317
DFT total energy = -844.82636 hartree
2S+1 = 5
F_max = 0.05875 hartree/bohr
E_HOMO (spin up / spin down) = -7.318 / -7.485 eV

The geometry in XYZ format:
```
10
Properties=species:S:1:pos:R:3:forces:R:3
O 2.6926 -0.5771 2.1311 -0.90 0.33 -0.09
H 3.1195 -1.0285 2.8565 0.06 0.01 -0.04
C 0.5261 -0.4856 -1.2249 -0.56 -0.02 0.43
C -0.5285 -0.0331 -0.5152 0.13 -1.24 -1.46
O -0.5672 0.1055 0.8051 -1.78 0.63 2.36
H 1.4083 -0.9060 -0.7317 -0.06 0.52 -0.15
H 0.4526 -0.5689 -2.3093 -0.05 -0.02 0.38
H -1.5050 0.0365 -1.0223 0.38 0.58 -0.04
Pm -2.6228 0.5161 2.2694 1.87 -0.39 -1.39
Li 1.1259 0.0423 1.6587 0.92 -0.41 0.00
```
Forces are in eV/Å.